# 1
57
Properties=species:S:1:pos:R:3:mulliken_charge:R:1 method="wB97M-V/def2-TZVPD" e_tot_ha=-1750.9125 charge=+2 spin_multiplicity=2 s_squared=0.8806 largest_force_ev_per_a=4.0 molar_mass_da=585.9
Re -1.273 0.019 -0.152 0.8206
O -1.951 4.666 -0.657 -0.6551
C -0.784 4.906 -1.229 0.3810
C -0.508 6.212 -1.672 -0.7017
C 0.704 6.510 -2.248 -0.3716
C 1.686 5.522 -2.391 -0.8195
C 1.424 4.225 -2.002 -0.4778
C 0.190 3.887 -1.430 0.5383
C -0.106 2.510 -1.103 1.1228
O -1.165 2.167 -0.445 -0.9739
N 0.729 1.577 -1.558 -1.2504
N 0.362 0.353 -1.315 0.5935
C 0.952 -0.690 -1.847 -0.3556
C 0.265 -1.934 -1.678 0.5507
C 0.659 -3.110 -2.323 -0.7624
C -0.161 -4.220 -2.269 -0.3346
C -1.382 -4.112 -1.610 -0.9449
C -1.704 -2.932 -0.963 0.0966
N -0.898 -1.863 -0.945 0.2302
H -2.025 3.718 -0.415 0.2989
H -1.284 6.952 -1.553 0.4933
H 0.898 7.512 -2.599 0.4212
H 2.643 5.770 -2.821 0.4269
H 2.160 3.450 -2.136 0.4680
H 1.820 -0.572 -2.482 0.5489
H 1.594 -3.123 -2.860 0.5001
H 0.123 -5.140 -2.753 0.4978
H -2.070 -4.941 -1.588 0.4594
H -2.650 -2.855 -0.441 0.5682
C -1.581 1.018 4.656 -1.1799
Si -1.383 1.193 2.786 0.3637
C -0.457 2.825 2.417 -1.0560
C -3.118 0.977 1.947 -1.0793
C -0.324 -0.144 1.748 -0.7684
Si -0.154 -1.886 2.627 0.1601
C 1.171 -2.834 1.613 -0.8216
C -1.887 -2.676 2.568 -0.7866
C 0.509 -1.691 4.396 -1.1794
H -2.046 1.924 5.039 0.4029
H -0.624 0.925 5.158 0.3718
H -2.207 0.185 4.959 0.3621
H -1.148 3.637 2.217 0.3965
H 0.226 2.749 1.577 0.2179
H 0.133 3.111 3.283 0.4337
H -3.609 1.938 1.822 0.4761
H -3.772 0.362 2.558 0.4141
H -3.112 0.496 0.936 0.4643
H 0.691 0.255 1.688 0.5821
H 1.037 -2.753 0.541 0.0940
H 1.135 -3.886 1.878 0.4263
H 2.166 -2.472 1.853 0.3695
H -2.358 -2.551 1.597 0.0315
H -2.542 -2.239 3.315 0.3728
H -1.839 -3.741 2.774 0.4195
H 1.219 -0.875 4.496 0.3868
H 1.022 -2.603 4.690 0.3990
H -0.294 -1.532 5.110 0.3574

=====

# 2
56
Properties=species:S:1:pos:R:3:mulliken_charge:R:1 method="wB97M-V/def2-TZVPD" e_tot_ha=-1244.7547 smiles="CCOc1ccc(N2C[C@H](C(=O)NCCCN3CCOCC3)CC2=O)cc1" charge=0 largest_force_ev_per_a=0.7 molar_mass_da=375.5
C -2.711 -6.725 1.766 -1.0370
C -1.595 -6.951 0.750 -0.4184
O -1.844 -6.312 -0.485 -0.4779
C -1.694 -4.963 -0.593 0.7297
C -2.097 -4.407 -1.809 -0.7167
C -1.972 -3.058 -2.053 -0.4847
C -1.441 -2.212 -1.079 0.1674
N -1.297 -0.835 -1.312 0.2338
C -0.393 -0.033 -0.509 -1.4150
C -0.244 1.279 -1.284 0.5857
C -0.062 2.476 -0.352 -0.0868
O -0.318 2.431 0.832 -0.6674
N 0.356 3.589 -0.987 -0.0933
C 0.689 4.806 -0.287 -0.6646
C 2.145 5.219 -0.517 -0.8411
C 3.116 4.075 -0.195 -0.9642
N 2.754 3.414 1.040 0.6658
C 3.198 2.038 1.133 -0.8392
C 2.551 1.411 2.370 -0.5494
O 2.921 2.104 3.540 -0.4352
C 2.522 3.451 3.448 -0.6433
C 3.153 4.135 2.233 -0.6233
C -1.562 1.358 -2.057 -0.8456
C -2.001 -0.095 -2.210 0.4158
O -2.838 -0.487 -2.989 -0.6666
C -1.038 -2.763 0.133 -0.6501
C -1.161 -4.121 0.376 -0.3366
H -2.807 -5.670 2.008 0.3426
H -2.496 -7.279 2.676 0.3506
H -3.656 -7.070 1.356 0.3029
H -1.535 -8.014 0.496 0.3147
H -0.625 -6.641 1.160 0.3258
H -2.508 -5.064 -2.559 0.4090
H -2.299 -2.651 -2.994 0.4304
H 0.561 -0.550 -0.378 0.5295
H -0.820 0.185 0.478 0.4025
H 0.598 1.219 -1.980 0.5057
H 0.559 3.553 -1.974 0.2934
H 0.021 5.614 -0.606 0.3774
H 0.525 4.597 0.770 0.2498
H 2.356 6.087 0.108 0.3903
H 2.292 5.517 -1.558 0.4284
H 4.149 4.466 -0.177 0.3655
H 3.060 3.331 -0.994 0.3980
H 2.873 1.494 0.243 0.4015
H 4.298 1.964 1.216 0.3642
H 2.883 0.380 2.504 0.3678
H 1.460 1.444 2.245 0.3084
H 2.842 3.932 4.374 0.3608
H 1.428 3.507 3.357 0.2967
H 2.797 5.164 2.173 0.3369
H 4.253 4.146 2.348 0.3039
H -1.485 1.843 -3.029 0.3671
H -2.328 1.876 -1.475 0.3632
H -0.633 -2.138 0.913 0.4251
H -0.833 -4.499 1.331 0.3463

=====

# 3
58
Properties=species:S:1:pos:R:3:mulliken_charge:R:1 method="wB97M-V/def2-TZVPD" e_tot_ha=-2041.1268 smiles="CSCC[C@H](NC(=O)C1CCN(S(=O)(=O)c2ccccc2)CC1)C(=O)NC1CC1" charge=0 largest_force_ev_per_a=1.0 molar_mass_da=439.6
C 0.643 3.065 -2.819 -0.7633
S -0.240 3.894 -1.466 -0.0986
C 1.128 4.839 -0.694 -0.7723
C 1.633 4.246 0.612 -1.1189
C 2.205 2.839 0.479 0.4028
N 1.141 1.850 0.434 0.0784
C 1.273 0.642 -0.138 -0.3625
O 2.326 0.266 -0.631 -0.8322
C 0.008 -0.203 -0.133 0.5195
C -0.843 0.149 -1.361 -0.2680
C -2.080 -0.744 -1.407 -0.8889
N -1.671 -2.125 -1.432 0.0670
S -2.792 -3.217 -2.000 1.2295
O -2.151 -4.497 -2.046 -0.7101
O -3.345 -2.665 -3.200 -0.7121
C -4.061 -3.245 -0.732 0.0216
C -3.940 -4.129 0.323 -0.2425
C -4.883 -4.103 1.338 -0.6345
C -5.927 -3.193 1.287 -0.3825
C -6.040 -2.313 0.221 -0.6481
C -5.099 -2.336 -0.795 -0.2164
C -0.912 -2.530 -0.275 -0.6642
C 0.358 -1.691 -0.176 -1.0113
C 3.154 2.524 1.664 -0.0010
O 3.249 3.240 2.640 -0.7027
N 3.843 1.391 1.469 -0.0884
C 4.737 0.844 2.436 -0.1889
C 4.784 -0.642 2.621 -0.5968
C 5.931 0.072 1.964 -0.6188
H 1.159 3.810 -3.417 0.3902
H 1.340 2.332 -2.423 0.1327
H -0.110 2.569 -3.423 0.3338
H 0.732 5.839 -0.514 0.4602
H 1.923 4.901 -1.435 0.3921
H 2.420 4.892 1.007 0.4385
H 0.829 4.234 1.351 0.3645
H 2.792 2.742 -0.444 0.4060
H 0.256 2.126 0.829 0.4056
H -0.566 0.015 0.775 0.4152
H -0.252 -0.023 -2.261 0.2990
H -1.148 1.197 -1.330 -0.0210
H -2.722 -0.537 -0.534 0.4101
H -2.652 -0.567 -2.319 0.4358
H -3.124 -4.834 0.321 0.4572
H -4.804 -4.792 2.166 0.4022
H -6.661 -3.173 2.079 0.3840
H -6.860 -1.612 0.182 0.4017
H -5.165 -1.679 -1.648 0.4524
H -1.509 -2.411 0.646 0.3906
H -0.672 -3.585 -0.408 0.4675
H 0.916 -1.973 0.719 0.3507
H 0.988 -1.877 -1.046 0.3234
H 3.660 0.841 0.633 0.2080
H 4.826 1.494 3.296 0.5393
H 4.917 -1.033 3.617 0.2565
H 4.145 -1.245 1.994 0.1989
H 6.857 0.177 2.507 0.2535
H 6.057 -0.056 0.900 0.2554

=====

# 4
53
Properties=species:S:1:pos:R:3:mulliken_charge:R:1 method="wB97M-V/def2-TZVPD" e_tot_ha=-998.2398 smiles=c1ccc([C@H](N2CCCCC2)[N@H+]2CCC[C@H]2Cn2ccnc2)cc1 charge=+1 largest_force_ev_per_a=2.2 molar_mass_da=325.5
C 3.779 -1.132 1.853 -0.6027
C 2.738 -1.454 0.946 -0.7216
C 1.538 -0.731 0.997 -0.1393
C 1.422 0.337 1.909 -0.8499
C 0.244 1.277 1.720 0.5323
N -0.963 0.524 1.432 0.6521
C -2.105 1.395 1.264 -0.4419
C -3.355 0.635 0.804 -0.7910
C -3.716 -0.587 1.671 -0.7543
C -2.471 -1.443 1.983 -0.7270
C -1.327 -0.515 2.452 -0.7816
N 0.702 2.181 0.348 0.0426
C 0.314 1.436 -0.871 -0.4536
C 0.118 2.450 -1.997 -0.8871
C 0.061 3.873 -1.373 -0.7902
C 0.884 3.673 -0.124 0.2511
C 0.795 4.724 0.936 -1.2348
N 1.728 4.461 2.053 0.3489
C 1.413 4.521 3.403 -0.1281
C 2.559 4.179 4.085 -0.6951
N 3.567 3.959 3.155 -0.5938
C 3.078 4.142 1.942 -0.0246
C 2.346 0.484 2.970 -0.1353
C 3.529 -0.258 2.940 -0.7224
H 4.723 -1.672 1.782 0.4235
H 2.814 -2.300 0.251 0.3975
H 0.684 -1.020 0.363 0.4603
H 0.141 1.976 2.595 0.4574
H -1.839 2.145 0.508 0.1168
H -2.385 1.915 2.213 0.3940
H -3.255 0.242 -0.224 0.2861
H -4.204 1.337 0.805 0.3998
H -4.120 -0.234 2.637 0.2915
H -4.484 -1.208 1.168 0.3609
H -2.720 -2.192 2.760 0.3721
H -2.230 -2.028 1.076 0.2842
H -0.448 -1.124 2.711 0.3858
H -1.712 -0.059 3.398 0.3525
H 1.721 1.933 0.492 0.5451
H -0.551 0.775 -0.738 0.2839
H 1.180 0.801 -1.057 0.4596
H -0.798 2.249 -2.577 0.3484
H 0.975 2.410 -2.705 0.3495
H -0.938 4.299 -1.182 0.3925
H 0.570 4.618 -2.014 0.4214
H 1.932 3.652 -0.482 0.2444
H -0.213 4.819 1.376 0.3251
H 1.060 5.706 0.479 0.3219
H 0.438 4.837 3.755 0.4433
H 2.655 4.079 5.165 0.4014
H 3.613 4.128 0.979 0.3570
H 2.103 1.136 3.845 0.3669
H 4.213 -0.204 3.807 0.4045